Entry 1:
{"formula": "C38H51ClOP4PdTe", "method": "ωB97M-V with the def2-TZVPD basis set", "symbols": ["P", "C", "C", "H", "C", "H", "C", "H", "C", "H", "C", "H", "C", "C", "H", "C", "H", "C", "H", "C", "H", "C", "H", "C", "C", "H", "C", "H", "C", "H", "C", "H", "C", "H", "Pd", "C", "C", "H", "C", "O", "H", "C", "H", "C", "Cl", "P", "P", "C", "H", "H", "H", "C", "H", "H", "H", "C", "H", "H", "H", "C", "H", "H", "H", "C", "H", "H", "H", "C", "H", "H", "H", "P", "C", "C", "H", "H", "H", "H", "H", "H", "C", "H", "H", "H", "H", "Te", "C", "C", "C", "C", "C", "C", "H", "H", "H", "H", "H"], "xyz": [[-2.035, 3.170, 0.655], [-2.142, 4.830, -0.151], [-3.313, 5.371, -0.718], [-4.232, 4.797, -0.712], [-3.299, 6.657, -1.262], [-4.211, 7.075, -1.685], [-2.109, 7.401, -1.246], [-2.101, 8.417, -1.660], [-0.929, 6.863, -0.709], [-0.005, 7.443, -0.701], [-0.939, 5.582, -0.169], [-0.046, 5.147, 0.265], [-3.709, 2.519, 0.225], [-3.807, 1.873, -1.025], [-2.912, 1.771, -1.638], [-5.040, 1.402, -1.472], [-5.110, 0.924, -2.453], [-6.177, 1.561, -0.668], [-7.147, 1.198, -1.026], [-6.086, 2.173, 0.586], [-6.972, 2.288, 1.217], [-4.850, 2.653, 1.034], [-4.783, 3.148, 2.000], [-2.353, 3.689, 2.404], [-2.773, 4.974, 2.793], [-2.910, 5.756, 2.047], [-3.042, 5.250, 4.135], [-3.373, 6.249, 4.430], [-2.892, 4.236, 5.091], [-3.125, 4.441, 6.140], [-2.437, 2.960, 4.718], [-2.312, 2.175, 5.466], [-2.151, 2.697, 3.382], [-1.776, 1.714, 3.074], [2.234, -1.892, -0.935], [0.556, -2.863, -0.109], [-0.686, -2.529, 0.271], [0.863, -3.946, -0.071], [-1.221, -1.087, 0.351], [-1.630, -0.878, 1.728], [-2.109, -0.030, 1.779], [-0.434, 0.091, 0.016], [-2.059, -1.016, -0.360], [0.001, 1.255, -0.137], [3.405, 0.118, -1.499], [2.991, -1.488, 1.330], [1.347, -1.424, -3.159], [4.787, -1.152, 1.287], [4.928, -0.174, 0.793], [5.290, -1.919, 0.675], [5.220, -1.141, 2.303], [2.226, -0.147, 2.300], [1.140, -0.305, 2.342], [2.413, 0.803, 1.788], [2.629, -0.093, 3.330], [2.806, -3.016, 2.321], [3.224, -3.851, 1.743], [1.730, -3.192, 2.489], [3.324, -2.929, 3.292], [2.655, -1.741, -4.399], [3.155, -2.692, -4.145], [3.387, -0.923, -4.340], [2.242, -1.798, -5.430], [0.033, -2.641, -3.531], [-0.822, -2.434, -2.869], [0.419, -3.641, -3.313], [-0.302, -2.597, -4.589], [0.661, 0.230, -3.495], [1.433, 0.974, -3.276], [-0.186, 0.413, -2.809], [0.309, 0.355, -4.541], [-1.847, -3.860, 0.783], [-1.228, -5.471, 0.266], [-3.498, -3.661, 0.078], [-0.246, -5.656, 0.702], [-1.155, -5.526, -0.824], [-1.911, -6.260, 0.607], [-3.903, -2.681, 0.341], [-4.171, -4.434, 0.468], [-3.459, -3.755, -1.006], [-1.911, -3.872, 2.581], [-0.944, -4.184, 2.978], [-2.679, -4.570, 2.935], [-2.136, -2.864, 2.928], [0.806, 2.007, -0.395], [3.765, -3.925, -1.489], [5.669, -3.138, -1.668], [6.070, -2.285, -2.727], [7.419, -2.008, -2.912], [8.378, -2.498, -2.011], [7.986, -3.292, -0.921], [6.648, -3.612, -0.721], [5.296, -1.914, -3.405], [7.733, -1.428, -3.769], [9.428, -2.266, -2.159], [8.726, -3.682, -0.236], [6.306, -4.272, 0.076]], "forces_ev_per_angstrom": [[-3.08, 2.47, 0.72], [1.20, -0.09, -0.49], [0.23, -0.11, -0.10], [0.07, 0.06, -0.06], [0.51, -0.16, 0.35], [0.24, -0.08, 0.13], [-0.01, -0.02, -0.05], [0.01, -0.48, 0.16], [-0.19, 0.00, 0.08], [-0.33, -0.14, -0.05], [-0.77, -0.08, -0.11], [0.09, 0.13, -0.06], [0.54, -0.97, -0.44], [-0.28, 0.10, 0.30], [-0.18, -0.06, 0.01], [0.04, 0.14, 0.08], [-0.05, 0.16, 0.36], [-0.05, -0.12, -0.07], [0.42, 0.15, 0.17], [0.38, 0.09, -0.17], [0.33, -0.02, -0.27], [0.01, -0.15, -0.03], [-0.01, -0.12, -0.15], [0.99, -0.67, 0.30], [0.12, 0.10, -0.15], [0.07, -0.20, 0.20], [0.05, -0.51, -0.05], [0.09, -0.39, -0.12], [0.08, -0.07, -0.06], [0.13, -0.08, -0.41], [-0.15, 0.19, -0.03], [-0.03, 0.32, -0.21], [-0.15, 0.13, -0.06], [-0.08, 0.32, 0.25], [-0.53, 0.42, 0.04], [0.24, -1.42, -0.14], [0.16, -0.10, -0.11], [-0.91, 0.78, 0.09], [-0.71, -0.34, 0.47], [-0.62, 0.02, -0.43], [0.17, -0.46, -0.06], [1.88, 3.16, -0.67], [-0.43, -0.09, 0.37], [0.50, -2.20, -0.17], [0.77, 1.19, -0.21], [0.75, -0.29, -0.09], [0.21, -0.65, 0.04], [0.03, 0.23, 0.44], [0.00, -0.49, 0.23], [-0.24, 0.36, 0.29], [-0.09, 0.04, -0.40], [0.04, -0.03, 0.43], [0.27, 0.00, 0.03], [0.02, -0.18, 0.06], [-0.15, -0.03, -0.45], [-0.01, 0.32, 0.46], [-0.10, 0.18, 0.22], [0.41, -0.01, -0.03], [-0.24, -0.16, -0.32], [-0.30, 0.13, -0.57], [-0.27, 0.40, -0.23], [-0.21, -0.27, 0.00], [0.30, 0.03, 0.57], [-0.33, 0.38, -0.77], [0.22, -0.13, -0.18], [-0.07, 0.13, -0.03], [0.11, -0.08, 0.58], [-0.52, 0.13, -0.43], [-0.06, -0.18, -0.05], [0.36, -0.14, -0.33], [0.21, -0.14, 0.53], [0.75, 0.68, 0.07], [-0.04, -0.07, -0.17], [-0.08, -0.02, 0.30], [-0.09, 0.04, -0.01], [0.01, 0.07, 0.15], [0.04, 0.26, 0.01], [0.03, -0.05, 0.01], [0.17, 0.15, -0.03], [0.10, 0.02, -0.04], [-0.54, -0.20, 0.09], [0.02, 0.04, -0.11], [0.13, 0.09, -0.04], [0.02, -0.09, -0.01], [-1.50, -1.14, 0.47], [-0.50, 0.00, 0.22], [1.96, 0.32, 0.42], [-0.77, -0.85, 0.57], [0.30, -0.21, 0.52], [-0.69, -0.11, 0.03], [-0.18, 0.28, -0.17], [-1.05, 0.26, -1.56], [0.51, -0.02, 0.17], [-0.01, 0.10, 0.07], [-0.15, -0.07, -0.01], [0.04, 0.08, 0.00], [0.36, 0.14, -0.08]], "lumo_ev": [-4.27, -8.51], "orbital_gap_ev": [5.483, 3.741], "charge": 2, "e_homo_ev": [-9.754, -12.252], "spin_multiplicity": 5}

=====

Entry 2:
{"formula": "C3H10N2O2", "method": "ωB97M-V with the def2-TZVPD basis set", "symbols": ["C", "C", "O", "N", "C", "N", "H", "H", "H", "H", "H", "H", "H", "H", "O", "H", "H"], "xyz": [[0.216, -1.397, -1.245], [0.203, -0.604, 0.052], [-0.577, -0.725, 0.984], [0.864, 0.585, -0.006], [0.920, 1.510, 1.076], [1.518, 2.839, 0.518], [1.105, -1.400, -1.844], [0.164, -2.444, -0.883], [-0.666, -1.100, -1.909], [0.813, 1.001, -0.975], [-0.120, 1.511, 1.514], [1.484, 1.060, 1.879], [1.156, 3.699, 0.749], [2.495, 2.894, 0.736], [-3.375, -2.681, -0.040], [-3.437, -2.681, -1.009], [-2.765, -2.069, 0.401]], "forces_ev_per_angstrom": [[-1.29, -1.32, 0.52], [-1.48, 2.88, -0.49], [0.15, -2.12, 0.33], [1.45, 0.13, -3.36], [-1.10, 2.02, -0.02], [0.19, -4.40, -0.02], [0.63, 0.69, -0.06], [-0.64, 0.36, -0.60], [1.05, -0.61, 1.14], [0.77, -0.45, 1.68], [0.81, 1.11, -0.43], [0.71, 0.15, 0.18], [-1.76, 1.80, 1.04], [0.39, -0.31, 0.05], [-0.62, -0.66, 0.34], [0.71, 0.71, 0.79], [0.04, 0.00, -1.09]], "lumo_ev": 0.73, "orbital_gap_ev": 10.256, "charge": 0, "relative_energy_kcal_mol": 43.4, "e_homo_ev": -9.530, "smiles": "CC(=O)NCN.O"}

=====

Entry 3:
{"formula": "C4H8O3", "method": "ωB97M-V with the def2-TZVPD basis set", "symbols": ["C", "C", "O", "C", "O", "C", "O", "H", "H", "H", "H", "H", "H", "H", "H"], "xyz": [[-2.477, 0.137, 0.203], [-1.291, -0.609, -0.371], [-0.184, 0.314, -0.339], [1.032, -0.211, -0.223], [1.299, -1.386, -0.349], [2.079, 0.823, 0.148], [3.279, 0.194, 0.483], [-2.196, 0.602, 1.153], [-2.813, 0.924, -0.479], [-3.311, -0.546, 0.388], [-1.458, -0.937, -1.402], [-1.020, -1.488, 0.221], [2.209, 1.524, -0.690], [1.692, 1.403, 0.997], [3.160, -0.744, 0.260]], "forces_ev_per_angstrom": [[-0.05, 0.00, -0.01], [-0.14, -0.14, 0.01], [0.20, 0.02, 0.04], [0.15, -0.27, 0.01], [-0.14, 0.44, 0.09], [-0.24, 0.14, -0.04], [0.12, -0.15, -0.07], [-0.07, -0.10, -0.12], [0.04, -0.09, 0.10], [0.10, 0.07, -0.08], [0.05, 0.08, 0.15], [-0.08, 0.14, -0.07], [-0.06, -0.13, 0.07], [0.07, -0.09, -0.11], [0.06, 0.10, 0.04]], "lumo_ev": 0.83, "orbital_gap_ev": 11.368, "charge": 0, "relative_energy_kcal_mol": 18.4, "e_homo_ev": -10.542, "smiles": "CCOC(=O)CO"}

=====

Entry 4:
{"formula": "C5H7NO", "method": "ωB97M-V with the def2-TZVPD basis set", "symbols": ["C", "C", "C", "N", "H", "H", "H", "H", "H", "C", "C", "O", "H", "H"], "xyz": [[-1.013, 0.920, 0.562], [-1.428, -0.153, -0.322], [-1.437, -0.988, -1.301], [-2.696, -1.019, -0.543], [-1.852, 1.182, 1.289], [-0.776, 1.924, 0.074], [-0.093, 0.580, 1.004], [-1.347, -1.677, -2.145], [-2.735, -1.855, 0.019], [2.870, 0.578, 0.649], [2.508, -0.250, -0.288], [2.120, -1.085, -0.959], [2.087, 0.754, 1.363], [3.792, 1.088, 0.600]], "forces_ev_per_angstrom": [[-0.82, 2.07, 0.33], [-0.86, -1.53, -1.55], [-0.47, -0.64, -0.18], [-0.77, 1.31, 0.06], [1.38, -0.71, -0.66], [-0.28, -1.47, 0.11], [0.22, 0.19, 0.89], [1.08, 1.00, 0.23], [0.47, -0.24, 0.78], [-0.46, 0.10, -0.13], [0.30, 0.33, 1.32], [-0.56, -1.21, -1.69], [0.12, 0.29, 0.36], [0.65, 0.49, 0.13]], "lumo_ev": 0.73, "orbital_gap_ev": 8.555, "charge": 0, "relative_energy_kcal_mol": 124.2, "e_homo_ev": -7.825, "smiles": "CC1=CN1.C=C=O"}

=====

Entry 5:
{"formula": "C3H16O5", "method": "ωB97M-V with the def2-TZVPD basis set", "symbols": ["C", "C", "C", "O", "H", "H", "H", "H", "H", "H", "H", "H", "O", "H", "H", "O", "H", "H", "O", "H", "H", "O", "H", "H"], "xyz": [[-0.500, -0.270, 2.658], [0.223, 0.587, 1.556], [-0.610, 1.772, 1.165], [0.072, 2.332, -0.126], [-1.613, -0.484, 2.472], [-0.088, -1.285, 2.680], [-0.340, 0.237, 3.602], [0.055, -0.085, 0.562], [1.275, 0.611, 1.817], [-0.437, 2.535, 1.929], [-1.610, 1.669, 0.747], [-0.429, 1.930, -0.977], [-2.834, -1.396, -0.670], [-2.071, -1.407, -1.210], [-2.755, -2.135, -0.219], [-0.564, -2.245, -2.399], [0.003, -2.924, -1.981], [0.162, -1.730, -2.684], [1.766, -0.758, -2.700], [2.281, -1.344, -2.255], [1.860, 0.153, -2.242], [2.143, 1.250, -0.965], [1.305, 1.704, -0.584], [2.704, 1.283, -0.175]], "forces_ev_per_angstrom": [[-0.82, -0.17, -0.82], [-3.48, -4.50, -2.43], [2.76, 1.71, -1.88], [-2.74, -0.99, -1.34], [1.52, 0.90, 0.16], [0.32, 0.34, 0.22], [-0.30, -0.24, 0.45], [1.15, 1.15, 2.15], [0.01, 0.94, -0.28], [-0.77, 0.41, -0.45], [-0.16, -0.66, 1.28], [1.34, 1.39, 3.12], [-1.61, 5.57, -2.28], [1.43, 0.06, -1.38], [0.26, -5.66, 3.62], [-0.45, -1.94, 1.14], [-1.05, -0.09, 0.01], [1.32, 2.14, -1.05], [-2.48, 4.01, -1.84], [2.55, -2.35, 2.16], [0.16, -1.96, -0.37], [-0.14, 0.65, 0.96], [1.00, -0.44, -0.52], [0.18, -0.25, -0.63]], "lumo_ev": 0.50, "orbital_gap_ev": 11.468, "charge": 0, "relative_energy_kcal_mol": 52.0, "e_homo_ev": -10.963, "smiles": "CCCO.O.O.O.O"}

=====

Entry 6:
{"formula": "C32H23BF4MoN5OS2", "method": "ωB97M-V with the def2-TZVPD basis set", "symbols": ["Mo", "C", "C", "C", "C", "C", "C", "C", "C", "C", "C", "C", "C", "C", "C", "C", "N", "H", "H", "H", "H", "H", "H", "H", "H", "H", "H", "O", "N", "C", "C", "C", "C", "C", "S", "H", "H", "H", "H", "N", "C", "C", "C", "C", "C", "C", "S", "N", "C", "C", "C", "C", "C", "C", "N", "H", "H", "H", "H", "H", "H", "H", "H", "H", "F", "B", "F", "F", "F"], "xyz": [[-0.423, 0.384, -0.168], [-1.272, 3.662, -2.979], [-2.060, 3.004, -3.915], [-2.288, 1.643, -3.795], [-1.728, 0.942, -2.734], [-0.940, 1.600, -1.778], [-0.721, 2.964, -1.909], [-1.838, -0.517, -2.580], [-2.626, -1.327, -3.409], [-2.556, -2.680, -3.288], [-1.618, -3.268, -2.414], [-1.402, -4.664, -2.373], [-0.415, -5.184, -1.592], [0.402, -4.322, -0.831], [0.194, -2.973, -0.828], [-0.845, -2.418, -1.596], [-1.058, -1.046, -1.622], [-1.095, 4.726, -3.076], [-2.495, 3.553, -4.740], [-2.897, 1.139, -4.536], [-0.132, 3.492, -1.167], [-3.289, -0.866, -4.126], [-3.179, -3.324, -3.900], [-2.020, -5.304, -2.993], [-0.246, -6.253, -1.562], [1.195, -4.736, -0.222], [0.808, -2.338, -0.207], [-1.028, 1.951, 1.018], [-2.198, 2.098, 1.653], [-2.279, 3.074, 2.581], [-3.452, 3.278, 3.245], [-4.548, 2.460, 2.947], [-4.431, 1.472, 2.003], [-3.213, 1.276, 1.340], [-2.906, 0.075, 0.173], [-1.375, 3.646, 2.729], [-3.511, 4.060, 3.988], [-5.487, 2.604, 3.464], [-5.253, 0.815, 1.755], [3.584, 0.821, 1.327], [3.550, 0.552, 2.727], [4.622, -0.034, 3.370], [4.513, -0.336, 4.723], [3.330, -0.086, 5.401], [2.250, 0.479, 4.733], [2.382, 0.828, 3.402], [1.107, 1.707, 2.575], [1.279, 1.028, 0.982], [2.474, 0.776, 0.571], [2.592, 0.383, -0.848], [3.786, 0.367, -1.539], [3.787, 0.026, -2.880], [2.583, -0.293, -3.470], [1.432, -0.256, -2.708], [1.417, 0.076, -1.412], [4.438, 0.553, 0.872], [5.533, -0.259, 2.824], [5.353, -0.782, 5.240], [3.239, -0.341, 6.449], [1.311, 0.658, 5.246], [4.710, 0.643, -1.051], [4.708, 0.019, -3.450], [2.519, -0.564, -4.515], [0.488, -0.498, -3.160], [0.736, -1.414, 1.842], [-0.571, -1.662, 2.446], [-1.108, -0.387, 2.769], [-1.378, -2.227, 1.430], [-0.441, -2.470, 3.548]], "forces_ev_per_angstrom": [[-1.02, 0.40, 0.64], [0.01, -0.04, 0.01], [0.01, 0.02, 0.00], [-0.07, 0.03, -0.12], [0.06, -0.07, 0.03], [-0.09, -0.03, 0.05], [0.04, -0.01, 0.06], [0.21, 0.12, 0.14], [-0.13, -0.01, -0.15], [-0.02, -0.11, -0.06], [-0.03, 0.01, 0.03], [-0.06, 0.00, -0.08], [0.10, -0.04, 0.05], [-0.04, -0.13, 0.01], [-0.11, 0.16, 0.16], [-0.06, 0.21, -0.02], [-0.31, -0.62, -0.58], [0.00, -0.02, 0.00], [0.01, -0.01, 0.01], [0.02, 0.04, 0.03], [-0.04, 0.00, -0.02], [0.01, -0.03, 0.03], [0.01, 0.04, 0.02], [0.02, 0.03, 0.04], [0.00, 0.04, 0.00], [0.00, 0.00, -0.01], [0.00, 0.05, 0.11], [0.04, 0.12, -0.02], [0.13, -0.15, -0.03], [0.08, 0.01, -0.03], [-0.07, 0.04, 0.07], [-0.03, -0.01, -0.01], [-0.07, -0.02, 0.01], [0.14, 0.07, -0.02], [0.43, -0.21, -0.02], [0.00, -0.04, -0.03], [0.00, -0.02, -0.02], [0.01, -0.01, -0.01], [0.03, 0.03, 0.03], [0.19, 0.09, 0.27], [0.11, -0.02, -0.19], [0.09, -0.08, -0.03], [0.00, 0.02, -0.04], [-0.02, 0.00, 0.02], [-0.03, -0.04, 0.16], [-0.25, 0.09, 0.10], [0.01, 0.02, -0.18], [0.13, 0.37, 0.33], [0.11, -0.23, -0.24], [0.08, 0.02, 0.28], [0.19, 0.04, 0.05], [0.13, 0.02, -0.02], [-0.05, -0.05, -0.11], [-0.02, -0.01, -0.04], [0.19, -0.05, -0.30], [0.10, -0.01, -0.02], [-0.04, 0.01, 0.05], [-0.03, 0.02, -0.02], [0.01, 0.01, -0.04], [0.06, -0.03, -0.05], [0.01, 0.00, -0.04], [-0.03, 0.00, 0.05], [-0.02, 0.01, 0.05], [-0.06, 0.01, -0.04], [-0.38, 0.04, -0.15], [-0.14, -0.07, 0.01], [0.15, -0.24, -0.07], [0.34, 0.04, 0.23], [0.00, 0.21, -0.28]], "lumo_ev": [-3.56, -4.02], "orbital_gap_ev": [6.918, 6.582], "charge": 1, "relative_energy_kcal_mol": 16.0, "e_homo_ev": [-10.475, -10.604], "spin_multiplicity": 3}